(a)
The following is a quantum chemistry calculation of a 13-piece molecular cluster, H26O13 overall, from the Open Molecules 2025 dataset.

Values from the calculation:
* highest occupied orbital energy: -10.88 eV

Structure (ORCA input):
```
! wB97M-V def2-TZVPD RIJCOSX def2/J DEFGRID3
* xyz 0 1
O -7.8191 -1.4099 8.0760
H -8.2454 -0.6060 8.4166
H -7.9388 -2.0028 8.7966
O -7.6400 0.0225 12.2420
H -8.4928 0.3614 12.5729
H -7.9177 -0.6909 11.6411
O -4.9716 1.1674 12.7407
H -5.5895 1.3215 13.4311
H -5.1917 0.4356 12.1779
O -9.1738 1.2027 8.3587
H -8.4078 1.8003 8.6369
H -9.6333 1.6743 7.6530
O -4.4263 -0.9369 10.5956
H -3.4797 -1.1089 10.7927
H -4.4388 -0.3980 9.7654
O -7.8247 3.1268 6.7543
H -7.3708 2.2899 6.4898
H -7.1653 3.6162 7.2539
O -3.8631 2.7297 10.5571
H -3.0361 2.4975 10.9995
H -4.4497 2.2120 11.1589
O -5.6379 4.1150 9.0665
H -5.9439 4.6763 9.7916
H -4.8974 3.6566 9.4690
O -3.9342 0.5367 8.2744
H -4.5590 0.3521 7.5679
H -4.0941 1.4150 8.5505
O -6.8099 -2.3489 10.6669
H -6.3974 -3.2256 10.5726
H -5.9951 -1.7674 10.6499
O -6.8182 1.3966 9.4688
H -6.2422 2.1316 9.6902
H -6.8562 0.9831 10.3872
O -6.0922 0.0926 6.6860
H -5.7344 -0.1565 5.7757
H -6.4772 -0.7111 7.0298
O -10.4000 1.0292 10.9083
H -10.7823 0.1295 10.7586
H -10.2149 1.2969 10.0000
*
```

(b)
The following is a quantum chemistry calculation of a 13-piece molecular cluster, H26O13 overall, from the Open Molecules 2025 dataset.

Values from the calculation:
* highest occupied orbital energy: -9.50 eV

Structure (ORCA input):
```
! wB97M-V def2-TZVPD RIJCOSX def2/J DEFGRID3
* xyz 0 1
O 3.2239 -1.4542 0.2921
H 3.5859 -1.5472 1.1761
H 3.2249 -0.5062 0.1261
O -3.6151 1.0228 -1.0019
H -2.9571 1.5368 -0.6329
H -4.1741 1.7228 -1.3729
O -1.8201 0.0528 2.0821
H -2.0741 0.8788 1.7951
H -0.9601 -0.0402 1.6801
O 2.0569 -3.9662 -1.0509
H 2.9059 -3.4982 -1.0339
H 1.4969 -3.2162 -0.8739
O 1.0409 -2.6792 1.4371
H 1.5469 -2.0902 0.9101
H 1.6359 -3.3792 1.3561
O 0.7049 -1.6932 -1.4919
H 0.0259 -1.9402 -2.1699
H 1.3829 -1.3972 -2.0959
O 0.4149 0.1648 0.4271
H 0.6259 -0.4612 -0.2799
H -0.1651 0.7548 -0.0189
O -1.7011 -0.4552 -2.5129
H -0.9031 -0.0592 -2.1109
H -2.4711 0.0318 -2.2849
O 2.2799 0.8358 2.5901
H 3.1799 1.0548 2.5121
H 2.0639 0.9088 1.6791
O -2.3141 2.6968 0.6631
H -2.3411 3.2738 1.4131
H -2.2581 3.2378 -0.1309
O -0.6551 2.0138 -1.5829
H -0.5161 1.9668 -2.5579
H 0.1379 2.5458 -1.3299
O -1.5971 -2.0662 0.1741
H -1.4751 -1.9302 -0.7709
H -0.7651 -2.4742 0.4441
O 0.7489 3.2198 1.4761
H 0.4789 4.0528 1.1041
H 0.0009 2.8798 1.9651
*
```

(c)
The following is a quantum chemistry calculation of a 13-piece molecular cluster, H26O13 overall, from the Open Molecules 2025 dataset.

Values from the calculation:
* highest occupied orbital energy: -9.70 eV

Structure (ORCA input):
```
! wB97M-V def2-TZVPD RIJCOSX def2/J DEFGRID3
* xyz 0 1
H 0.3902 -0.0283 -0.6146
H -0.9867 0.3230 -0.5957
H -4.4261 -0.8298 1.2594
H -5.5408 0.1716 1.3008
H 0.3269 -0.8650 2.4388
H -0.7835 -1.6541 1.6917
H -2.0311 -3.7190 0.0975
H -2.1911 -3.4420 1.5303
H 2.0602 -1.1605 -2.1572
H 1.7669 0.3151 -2.5765
H 1.3873 1.7342 1.2880
H 2.3416 0.9103 0.4976
H -0.6193 3.8843 -0.5006
H 0.2699 2.9302 -0.0389
H 2.1296 2.5077 -0.6900
H 3.2693 2.8381 -1.6054
H -0.1364 -4.8665 -0.3191
H 0.4525 -3.4941 -0.5636
H 4.2762 -0.5069 2.2732
H 3.9297 0.8764 2.5093
H -4.0360 2.6694 -0.9027
H -3.5227 3.8512 0.0411
H 1.9687 -0.5541 -0.1461
H 2.3314 -1.8418 0.3309
H -2.1398 -0.7157 -2.4775
H -1.6466 -2.0579 -1.6845
O -0.2562 0.4525 -0.0396
O -4.6863 -0.0385 0.8914
O -0.2718 -0.8288 1.7510
O -1.9657 -2.9918 0.7523
O 2.5408 -0.3227 -2.3144
O 2.0706 1.1451 1.3899
O 0.2064 3.8638 0.0363
O 2.8460 2.1589 -1.1865
O -0.1275 -4.1160 -0.9232
O 3.4397 0.0776 2.3882
O -4.2684 3.5621 -0.5133
O 2.0786 -1.4978 -0.4712
O -1.4611 -1.1240 -1.8091
*
```

(d)
The following is a quantum chemistry calculation of a 13-piece molecular cluster, H26O13 overall, from the Open Molecules 2025 dataset.

Values from the calculation:
* highest occupied orbital energy: -10.44 eV

Structure (ORCA input):
```
! wB97M-V def2-TZVPD RIJCOSX def2/J DEFGRID3
* xyz 0 1
O -0.5115 3.6508 1.7688
H -0.4950 4.1790 0.9691
H 0.2913 2.9453 1.6585
O -2.8635 -0.6476 2.2223
H -3.2658 -0.8113 1.4115
H -2.6514 -1.5169 2.5755
O 1.9556 0.2780 1.5931
H 2.8718 -0.0191 1.5239
H 1.4548 -0.4129 2.0146
O -0.3147 -1.6063 2.8584
H -0.1043 -2.3126 2.3097
H -1.0185 -1.8015 3.5005
O -2.8786 2.1147 0.2559
H -2.9129 2.7901 -0.4613
H -1.9688 2.0455 0.4822
O -1.5045 -0.6497 0.0012
H -1.3869 -0.6542 0.9382
H -1.5968 -1.2594 -0.5175
O 0.2167 -0.0016 -1.9763
H 0.5042 -0.0400 -2.9594
H 0.5405 0.9354 -1.7417
O 3.4227 -1.6573 -1.5670
H 3.0146 -2.4350 -1.7694
H 3.1130 -1.5328 -0.5934
O 1.1680 -3.4012 2.1495
H 1.3182 -3.4736 1.2121
H 1.7800 -2.6508 2.4523
O 2.0409 2.8606 -1.6177
H 1.1554 3.2565 -1.3532
H 2.3966 3.1528 -0.6720
O 1.1477 -3.2318 -1.8366
H 1.2574 -3.2561 -2.7291
H 0.7644 -2.3534 -1.8376
O -1.6492 1.0329 -3.3198
H -0.8921 0.5892 -2.9203
H -2.4660 0.5725 -3.2189
O -0.4877 2.1544 -0.3266
H -1.1369 1.5086 -0.9107
H -0.3087 1.6585 0.4312
*
```

Name the most stable of them. (a).

(a)
The following is a quantum chemistry calculation of a 13-piece molecular cluster, H26O13 overall, from the Open Molecules 2025 dataset.

Values from the calculation:
* highest occupied orbital energy: -10.38 eV

Structure (ORCA input):
```
! wB97M-V def2-TZVPD RIJCOSX def2/J DEFGRID3
* xyz 0 1
H -0.4261 -0.2641 -1.0316
H -0.2981 0.4508 0.3035
H 2.1766 2.6204 -2.9974
H 1.2102 2.5610 -1.8258
H -2.5794 0.5632 3.0410
H -2.7933 2.0570 2.8597
H 1.0690 5.6235 -0.0957
H 1.1288 4.2866 0.6249
H -4.3753 1.3882 0.6273
H -3.1843 1.2333 -0.3040
H 1.6635 -4.0633 -0.3372
H 2.2785 -4.6103 0.9406
H -2.8060 -3.2736 -1.2083
H -2.2596 -2.6231 0.0520
H 1.3999 0.3576 3.5880
H 1.7152 -0.9207 2.8287
H 3.3571 -1.3379 -1.6076
H 4.5095 -0.8276 -2.4570
H 0.1701 -2.9310 -2.3491
H 1.2262 -2.1766 -1.5582
H 3.8482 -0.0475 3.3577
H 2.9862 0.4144 2.1942
H -1.4463 0.4464 -3.1646
H -1.1487 1.7187 -2.3882
H -4.1737 -1.0285 1.1567
H -3.4116 -1.0182 -0.1583
O -0.1421 0.5696 -0.6401
O 1.8699 3.1296 -2.2387
O -2.9627 1.2081 2.4358
O 1.6913 4.9723 0.2475
O -3.6840 1.8953 0.1870
O 2.4746 -4.0471 0.1833
O -2.5313 -2.4218 -0.8506
O 1.1105 -0.5559 3.4846
O 4.0097 -0.6303 -1.6569
O 0.4322 -2.7117 -1.4479
O 3.9041 0.3495 2.4811
O -1.8493 1.0795 -2.5598
O -4.1597 -1.4358 0.2832
*
```

(b)
The following is a quantum chemistry calculation of a 13-piece molecular cluster, H26O13 overall, from the Open Molecules 2025 dataset.

Values from the calculation:
* highest occupied orbital energy: -10.58 eV

Structure (ORCA input):
```
! wB97M-V def2-TZVPD RIJCOSX def2/J DEFGRID3
* xyz 0 1
H 1.1138 -0.2963 0.9601
H -0.1809 0.4589 0.7082
H -1.7053 -2.3438 -0.7312
H -1.6930 -3.8603 -0.6303
H -4.6224 1.8144 0.3261
H -4.3163 1.1878 1.6765
H -0.8725 3.9292 -2.3450
H 0.2982 3.1723 -2.9503
H 3.0774 1.0486 3.3737
H 2.2325 0.0991 4.2072
H -2.3831 -3.3743 1.2359
H -3.2597 -4.3840 1.9585
H 5.2610 1.4744 0.4147
H 3.9458 0.9040 -0.0902
H 2.1141 -2.4944 1.9029
H 2.5419 -1.0364 1.9398
H 3.2708 -1.3468 -1.8960
H 4.4234 -2.2998 -2.1668
H -0.6940 4.0267 2.3342
H -1.2984 4.6569 1.0903
H -1.1099 0.9452 -0.7780
H -1.0189 -0.1816 -1.7938
H -3.0869 -1.0494 -2.0522
H -3.3366 -0.7604 -0.5811
H 0.1002 -0.1627 -3.6576
H 0.7993 -1.3758 -3.0662
O 0.7310 0.3913 0.4037
O -1.1064 -3.0971 -0.6780
O -4.6226 2.0065 1.2706
O -0.6377 3.0815 -2.7390
O 2.2867 0.4990 3.3319
O -2.4828 -3.8270 2.0810
O 4.4345 1.7309 -0.0095
O 2.1571 -1.7296 2.4879
O 4.1683 -1.5539 -1.6122
O -1.0466 4.8585 1.9985
O -0.8009 0.7490 -1.6696
O -3.4443 -1.4461 -1.2498
O 0.7631 -0.4146 -3.0048
*
```

(c)
The following is a quantum chemistry calculation of H26O13 as an isolated structure, from the Open Molecules 2025 dataset.

Values from the calculation:
* highest occupied orbital energy: -8.40 eV

Structure (ORCA input):
```
! wB97M-V def2-TZVPD RIJCOSX def2/J DEFGRID3
* xyz 0 1
H -0.7449 0.2138 -0.6899
H 0.3719 0.1771 0.3404
H -2.7106 -3.8155 -0.8669
H -4.1076 -3.2179 -0.8316
H -3.1150 2.9033 0.6778
H -2.8764 4.1574 -0.1472
H 0.8573 -2.4975 1.5064
H 1.0356 -3.3274 2.7672
H 2.1972 3.5505 -0.1561
H 2.3359 3.8900 1.3189
H 2.0126 1.0961 -3.9842
H 3.2008 1.6443 -4.7573
H -2.2014 -0.7408 -1.1655
H -1.5380 -1.5223 -2.2877
H -1.6025 -0.2333 2.8334
H -0.2180 -0.1116 3.4486
H 2.9835 0.5263 0.0979
H 2.7515 0.6004 -1.4023
H -5.1682 1.9694 -0.9124
H -4.1068 3.0534 -0.8208
H -0.6908 -2.7879 -1.2203
H 0.8100 -3.0269 -1.2478
H 2.1576 1.0668 4.3807
H 2.7939 -0.1160 3.6693
H 2.8034 -2.0096 -1.6863
H 2.7947 -1.9559 -0.1674
O -0.4547 0.6265 0.1314
O -3.4047 -3.5414 -0.2569
O -2.9655 3.8517 0.7626
O 0.3912 -2.7839 2.3000
O 1.9799 4.2312 0.4907
O 2.9759 1.0764 -4.0117
O -2.1148 -1.6316 -1.5232
O -1.1215 -0.3747 3.6567
O 2.8651 -0.0288 -0.6811
O -4.4430 2.3666 -1.4076
O 0.1440 -2.4136 -0.9170
O 2.7958 0.8476 3.6925
O 3.3266 -1.7122 -0.9334
*
```

(d)
The following is a quantum chemistry calculation of H26O13 as an isolated structure, from the Open Molecules 2025 dataset.

Values from the calculation:
* highest occupied orbital energy: -7.23 eV

Structure (ORCA input):
```
! wB97M-V def2-TZVPD RIJCOSX def2/J DEFGRID3
* xyz 0 1
H -0.1907 0.7859 0.2774
H -0.3491 1.4070 -1.1007
H -4.0607 2.4926 0.5323
H -4.2487 3.5515 1.6063
H -2.8592 -2.6103 -2.2159
H -2.5046 -2.6675 -0.7391
H 2.4834 2.8091 -1.3466
H 3.9192 3.2537 -1.1208
H -0.5893 -0.8458 0.2414
H -1.4831 -1.7712 1.0505
H -2.0292 1.1231 1.0938
H -2.6106 1.9418 -0.0472
H 1.9380 0.1370 -3.1811
H 0.6528 0.4381 -2.4276
H 4.2225 0.9986 -0.6878
H 3.8472 1.0398 0.7844
H 0.5342 -0.6112 4.0166
H 1.2915 -1.2185 2.8472
H -0.4752 1.1665 1.9472
H -1.3734 0.0813 2.5177
H -0.8413 -1.1193 -1.7010
H -1.4770 -0.7387 -3.0280
H 1.6711 -2.0594 -0.4527
H 1.2728 -2.6127 -1.8111
H 0.8400 -2.3530 1.4468
H 1.7726 -3.3967 2.0393
O 0.3197 1.1274 -0.4655
O -4.2093 3.4376 0.6500
O -3.2554 -2.5839 -1.3377
O 3.2313 2.6891 -0.7505
O -1.3753 -0.8469 0.7992
O -2.4383 1.0336 0.2257
O 0.9856 -0.0074 -3.2148
O 4.1946 1.5896 0.0731
O 1.4214 -0.8567 3.7310
O -0.5074 0.2184 2.1175
O -0.7351 -0.5239 -2.4515
O 1.2783 -1.7996 -1.2936
O 1.7369 -2.6988 1.3755
*
```

Name the most stable of them. (a).

(a)
The following is a quantum chemistry calculation of a 13-piece molecular cluster, H26O13 overall, from the Open Molecules 2025 dataset.

Values from the calculation:
* highest occupied orbital energy: -10.16 eV

Structure (ORCA input):
```
! wB97M-V def2-TZVPD RIJCOSX def2/J DEFGRID3
* xyz 0 1
O 3.2209 1.9060 -0.0321
H 3.8402 2.4374 -0.4942
H 2.4750 2.0629 -0.5905
O -0.2682 -3.7475 -2.3808
H 0.0219 -2.8350 -2.1504
H -0.0897 -3.9338 -3.3010
O 1.0583 -1.6856 2.6805
H 0.4223 -1.8404 2.0096
H 1.0828 -0.7592 2.8817
O -2.5193 -1.3315 -0.6848
H -1.5808 -1.4092 -0.4641
H -2.6530 -1.7583 -1.5257
O -0.3059 -2.6446 0.4499
H 0.6043 -2.6920 0.2204
H -0.7019 -3.4793 0.2227
O 0.1985 0.3872 0.0575
H 0.2046 -0.2683 -0.6275
H -0.3105 0.0071 0.7742
O -0.4750 3.6433 0.9394
H 0.2892 3.8948 1.4680
H -0.3014 2.7914 0.5901
O 3.1381 -0.7555 -0.8849
H 4.0913 -0.7687 -0.8194
H 2.8745 0.0560 -0.4598
O -1.4746 -0.3376 2.3018
H -1.4739 -0.6507 3.2159
H -2.3374 -0.2803 1.9266
O 1.2357 2.0823 -1.7010
H 0.6317 2.6659 -2.0948
H 0.7592 1.4492 -1.1115
O 0.1067 -1.1815 -2.2192
H -0.5431 -0.8525 -2.8424
H 0.9399 -1.0884 -2.7020
O -2.5409 1.6487 -0.3553
H -3.4539 1.7906 -0.0681
H -2.5363 0.7387 -0.2398
O -1.3429 2.3368 3.0031
H -1.4201 1.4729 2.5927
H -0.8662 2.9288 2.4154
*
```

(b)
The following is a quantum chemistry calculation of a 13-piece molecular cluster, H26O13 overall, from the Open Molecules 2025 dataset.

Values from the calculation:
* highest occupied orbital energy: -10.95 eV

Structure (ORCA input):
```
! wB97M-V def2-TZVPD RIJCOSX def2/J DEFGRID3
* xyz 0 1
O 4.1466 8.5648 5.0097
H 3.8880 9.1611 4.2980
H 5.0257 8.2927 4.8493
O 5.6603 9.8042 7.5533
H 4.6894 9.7944 7.4120
H 5.6669 9.5737 8.4972
O 10.5697 9.1445 8.0159
H 11.3775 9.6659 8.1661
H 10.2701 9.3719 7.1300
O 7.8760 5.4120 9.3914
H 8.6910 5.8832 9.5375
H 7.4295 5.3308 10.2637
O 5.3292 7.5726 9.4251
H 6.2953 7.5208 9.5462
H 5.1236 7.0174 8.6560
O 6.9847 5.6897 6.9215
H 7.1989 6.5396 6.5524
H 7.4026 5.5941 7.8313
O 9.1204 3.9478 6.6791
H 9.0430 3.2962 7.4017
H 8.3388 4.5279 6.6565
O 4.0706 6.4638 7.1571
H 3.8723 7.1389 6.5428
H 4.7960 5.9800 6.7071
O 10.4087 6.8082 9.4356
H 10.9917 7.3097 10.0426
H 10.3804 7.4875 8.7270
O 10.5043 6.4872 6.5484
H 11.0665 6.4323 7.3333
H 10.1489 5.5909 6.4439
O 5.2599 5.0230 10.7890
H 4.9095 5.8561 10.4558
H 5.0708 4.2971 10.1692
O 7.0902 8.0409 5.4401
H 8.0267 8.2969 5.2353
H 6.7710 8.6638 6.1275
O 9.9862 8.8111 5.3603
H 10.1707 7.9885 5.8595
H 10.6837 8.8290 4.6713
*
```

Name the most stable of them. (b).